1.
{"formula": "C77H73Cl2F10N2O4S", "method": "wB97M-V/def2-TZVPD", "e_above_lowest_kcal_mol": 141.5, "homo_ev": -10.4137, "lumo_energy_ev": -4.76, "max_force_ev_per_a": 10.00, "charge": 1, "elements": ["C", "C", "C", "C", "N", "N", "Cl", "C", "C", "C", "C", "C", "C", "S", "O", "O", "Cl", "C", "C", "C", "C", "C", "O", "O", "C", "C", "H", "H", "H", "H", "H", "H", "H", "H", "H", "H", "H", "H", "H", "H", "H", "H", "H", "H", "H", "H", "H", "H", "H", "F", "C", "C", "C", "C", "C", "C", "H", "H", "H", "H", "H", "F", "C", "C", "C", "C", "C", "C", "H", "H", "H", "H", "H", "F", "C", "C", "C", "C", "C", "C", "H", "H", "H", "H", "H", "F", "C", "C", "C", "C", "C", "C", "H", "H", "H", "H", "H", "F", "C", "C", "C", "C", "C", "C", "H", "H", "H", "H", "H", "F", "C", "C", "C", "C", "C", "C", "H", "H", "H", "H", "H", "F", "C", "C", "C", "C", "C", "C", "H", "H", "H", "H", "H", "F", "C", "C", "C", "C", "C", "C", "H", "H", "H", "H", "H", "F", "C", "C", "C", "C", "C", "C", "H", "H", "H", "H", "H", "F", "C", "C", "C", "C", "C", "C", "H", "H", "H", "H", "H"], "positions_angstrom": [[-3.0164, -1.3421, 6.5104], [-3.3666, -2.0758, 5.3451], [-3.4402, -2.8400, 3.8755], [-2.4922, -1.9937, 2.7837], [-1.0612, -2.1644, 3.0367], [-0.3812, -1.4140, 2.1558], [1.3654, -1.5488, 2.3852], [-0.8059, -0.5307, 1.0798], [-2.3500, -0.3098, 0.6781], [-2.8019, 0.6672, -0.5504], [-1.6836, 1.8810, -0.8231], [-0.6021, 1.4507, -1.9798], [0.9692, 1.7148, -1.5932], [2.0579, 0.1661, -1.6883], [1.2635, -1.1626, -1.6612], [2.9875, 0.1423, -0.4145], [3.2425, 0.1713, -3.4055], [-3.2966, -1.1664, 1.6860], [-4.9241, -1.1061, 1.5128], [-5.7465, -0.5464, 2.8152], [-6.8519, 0.5672, 2.2622], [-7.6491, 1.1550, 3.5712], [-8.8142, 0.5597, 3.9480], [-7.0744, 2.2978, 4.3135], [-6.0838, 1.8474, 5.3171], [-4.6031, 2.3937, 4.7637], [-2.6539, -0.4847, 7.2577], [-2.9943, -3.9388, 4.0126], [-4.5404, -2.9848, 3.5180], [0.0057, 0.0607, 0.4548], [-3.0804, 0.0797, -1.5249], [-3.7912, 1.2475, -0.2196], [-1.1686, 2.1994, 0.2006], [-2.2989, 2.8130, -1.1986], [-0.8447, 2.1219, -2.9379], [-0.8032, 0.3369, -2.2783], [0.9800, 2.0538, -0.4550], [1.4501, 2.6151, -2.2025], [-5.3822, -2.1300, 1.1692], [-5.1378, -0.3426, 0.6214], [-6.3760, -1.4277, 3.2595], [-5.0083, -0.1168, 3.6163], [-6.2908, 1.3841, 1.6382], [-7.6295, 0.0562, 1.5323], [-6.2453, 2.2960, 6.3868], [-6.0764, 0.6692, 5.4179], [-4.4851, 3.4753, 5.1931], [-3.7133, 1.6934, 5.1218], [-4.5845, 2.4961, 3.5792], [-0.4720, 2.7410, -4.8946], [0.5859, 3.1840, -5.5869], [1.3743, 2.2771, -6.2865], [2.4729, 2.7387, -7.0116], [2.7774, 4.1021, -7.0200], [1.9829, 5.0039, -6.3104], [0.8780, 4.5434, -5.5946], [1.1273, 1.2208, -6.2617], [3.0910, 2.0387, -7.5683], [3.6369, 4.4611, -7.5820], [2.2242, 6.0641, -6.3150], [0.2445, 5.2316, -5.0448], [6.5421, 4.2446, 0.7256], [6.7542, 2.9599, 0.4106], [8.0409, 2.5355, 0.0977], [8.2630, 1.1969, -0.2253], [7.1929, 0.2990, -0.2426], [5.9042, 0.7357, 0.0680], [5.6843, 2.0719, 0.4019], [8.8584, 3.2490, 0.1082], [9.2666, 0.8535, -0.4638], [7.3658, -0.7440, -0.4990], [5.0721, 0.0359, 0.0499], [4.6906, 2.4264, 0.6546], [4.4303, 6.8300, -5.6936], [4.2139, 7.7978, -4.7929], [3.2780, 8.7894, -5.0657], [3.0486, 9.7944, -4.1260], [3.7665, 9.8026, -2.9275], [4.7074, 8.8057, -2.6652], [4.9284, 7.7948, -3.6001], [2.7359, 8.7714, -6.0055], [2.3134, 10.5698, -4.3263], [3.5905, 10.5892, -2.1968], [5.2679, 8.8165, -1.7335], [5.6496, 7.0071, -3.4086], [10.1942, -0.7669, -2.0524], [11.2521, -0.3238, -2.7446], [12.0405, -1.2307, -3.4443], [13.1391, -0.7692, -4.1694], [13.4436, 0.5943, -4.1777], [12.6491, 1.4960, -3.4681], [11.5442, 1.0356, -2.7524], [11.7935, -2.2870, -3.4194], [13.7572, -1.4691, -4.7261], [14.3031, 0.9533, -4.7397], [12.8904, 2.5562, -3.4727], [10.9107, 1.7237, -2.2026], [-4.8289, -0.4597, -8.0806], [-4.0162, -0.5490, -7.0194], [-3.1882, 0.5215, -6.6996], [-2.3456, 0.4310, -5.5917], [-2.3324, -0.7346, -4.8217], [-3.1635, -1.8056, -5.1537], [-4.0140, -1.7104, -6.2549], [-3.2060, 1.4156, -7.3142], [-1.7001, 1.2653, -5.3288], [-1.6718, -0.8065, -3.9603], [-3.1485, -2.7133, -4.5553], [-4.6730, -2.5298, -6.5220], [-4.3255, -5.4229, 3.6019], [-4.1134, -6.7076, 3.2869], [-2.8267, -7.1319, 2.9741], [-2.6046, -8.4705, 2.6510], [-3.6747, -9.3684, 2.6337], [-4.9634, -8.9317, 2.9443], [-5.1833, -7.5956, 3.2782], [-2.0092, -6.4184, 2.9845], [-1.6010, -8.8140, 2.4125], [-3.5018, -10.4115, 2.3774], [-5.7955, -9.6315, 2.9262], [-6.1770, -7.2411, 3.5309], [1.1194, -1.3349, 6.8228], [2.3780, -1.7937, 6.8075], [3.0325, -2.0361, 8.0103], [4.3410, -2.5187, 7.9949], [4.9849, -2.7434, 6.7756], [4.3213, -2.4923, 5.5737], [3.0090, -2.0204, 5.5895], [2.5193, -1.8477, 8.9476], [4.8588, -2.7187, 8.9297], [6.0071, -3.1156, 6.7641], [4.8259, -2.6641, 4.6260], [2.4752, -1.8283, 4.6646], [-4.9675, 5.9763, 2.5546], [-5.2473, 6.5521, 3.7314], [-4.2471, 7.2362, 4.4134], [-4.5393, 7.8402, 5.6362], [-5.8271, 7.7440, 6.1691], [-6.8230, 7.0509, 5.4794], [-6.5333, 6.4565, 4.2514], [-3.2505, 7.2933, 3.9880], [-3.7663, 8.3840, 6.1736], [-6.0534, 8.2115, 7.1250], [-7.8235, 6.9738, 5.8981], [-7.2977, 5.9216, 3.6976], [-2.3130, -10.0394, 5.1056], [-2.9763, -9.7350, 6.2289], [-3.9362, -8.7292, 6.2055], [-4.6308, -8.4154, 7.3737], [-4.3496, -9.1044, 8.5561], [-3.3808, -10.1089, 8.5706], [-2.6944, -10.4300, 7.3998], [-4.1352, -8.1992, 5.2798], [-5.3887, -7.6360, 7.3641], [-4.8884, -8.8563, 9.4681], [-3.1607, -10.6409, 9.4930], [-1.9446, -11.2140, 7.3911], [0.6279, -2.4996, -12.4356], [0.2249, -2.2076, -11.1919], [1.1714, -1.9046, -10.2193], [0.7519, -1.5956, -8.9254], [-0.6104, -1.6037, -8.6156], [-1.5524, -1.9141, -9.5975], [-1.1332, -2.2121, -10.8939], [2.2256, -1.9114, -10.4763], [1.4835, -1.3496, -8.1598], [-0.9368, -1.3670, -7.6052], [-2.6119, -1.9238, -9.3530], [-1.8525, -2.4469, -11.6715]], "atomic_forces_ev_per_a": [[-1.961, -4.184, -8.870], [3.006, 5.319, 6.879], [1.242, 0.055, 1.276], [-1.024, -0.226, 0.467], [-4.940, 2.570, -3.291], [-0.001, 1.766, -2.083], [-1.552, 0.258, -0.520], [-2.570, -0.175, -0.055], [1.321, -3.005, 3.629], [-0.169, 1.067, 1.085], [-0.301, -0.187, 0.031], [-0.442, 0.456, -1.107], [-1.065, 1.697, 0.438], [1.212, -4.890, 5.577], [1.587, 4.826, -1.078], [-3.282, 1.220, -4.930], [-1.020, 0.407, 1.082], [3.633, 0.950, -1.096], [0.213, 0.536, -0.521], [-0.542, -0.227, -0.483], [0.239, -0.003, 0.476], [-5.236, -2.408, 1.861], [8.009, 4.217, -2.391], [-0.912, -3.369, -0.720], [2.171, -0.574, -0.151], [-0.355, 0.111, 0.220], [-1.204, -2.606, -1.908], [-0.824, 2.808, -0.277], [2.185, 0.633, 0.653], [-1.527, -1.796, 1.784], [0.784, 0.921, 1.917], [2.092, -1.538, -0.505], [-1.108, -0.748, -2.136], [1.311, -1.921, 0.794], [0.647, -1.741, 2.223], [0.681, 2.067, 0.612], [0.541, -1.075, -2.283], [-0.848, -2.265, 1.110], [1.238, 1.818, 0.706], [0.721, -1.756, 1.868], [1.349, 1.720, -0.592], [-1.547, -0.721, -1.560], [-1.081, -1.257, 1.512], [1.540, 0.959, 1.820], [-0.214, -0.709, -2.299], [-0.154, 2.434, -0.200], [0.047, -2.057, -0.850], [-1.904, 1.541, -0.677], [-0.181, -0.415, 2.552], [-0.434, 0.034, 0.409], [1.546, 0.654, -1.009], [-0.144, -0.077, 0.124], [-0.147, 0.419, 0.204], [-0.040, -0.081, 0.014], [-0.045, -0.365, -0.070], [-0.118, -0.098, 0.106], [-0.035, 0.067, -0.023], [-0.146, 0.100, 0.116], [-0.180, -0.053, 0.135], [-0.094, -0.274, 0.013], [0.029, -0.059, -0.044], [-0.061, 0.282, 0.062], [0.175, -1.095, -0.271], [-0.014, 0.051, 0.016], [-0.391, 0.060, 0.073], [0.063, 0.106, 0.018], [0.426, 0.014, 0.022], [0.020, 0.103, -0.012], [-0.103, -0.034, 0.036], [-0.228, 0.083, 0.055], [-0.014, 0.202, 0.042], [0.290, 0.264, 0.027], [0.084, -0.010, -0.026], [0.103, -0.208, -0.225], [-0.169, 0.896, 0.849], [-0.013, -0.097, -0.045], [0.318, -0.258, 0.217], [-0.043, -0.013, -0.068], [-0.269, 0.064, -0.320], [0.015, -0.082, -0.054], [0.073, -0.005, 0.059], [0.147, -0.153, -0.007], [0.045, -0.154, -0.150], [-0.094, -0.040, -0.191], [-0.057, 0.070, -0.066], [-0.265, -0.138, 0.169], [1.003, 0.403, -0.667], [-0.070, -0.033, 0.032], [-0.190, 0.393, 0.206], [-0.031, -0.053, 0.010], [-0.008, -0.415, -0.066], [-0.064, -0.052, 0.056], [-0.013, 0.116, 0.015], [-0.135, 0.103, 0.131], [-0.174, -0.067, 0.117], [-0.082, -0.198, 0.013], [0.039, -0.078, -0.042], [-0.011, -0.018, -0.031], [0.551, -0.023, 0.708], [-0.039, 0.024, -0.046], [-0.199, -0.317, 0.023], [-0.109, 0.049, -0.075], [0.038, 0.322, -0.128], [-0.037, -0.050, -0.045], [-0.025, -0.107, 0.033], [-0.311, -0.359, -0.196], [-0.056, -0.061, -0.175], [-0.032, 0.135, -0.147], [0.066, 0.095, -0.020], [-0.270, 0.349, 0.095], [0.134, -1.723, -0.501], [-0.049, 0.088, 0.018], [-0.482, 0.084, -0.006], [-0.074, 0.130, -0.092], [0.420, 0.127, -0.169], [-0.055, 0.285, -0.154], [-0.045, -0.057, 0.033], [-0.192, 0.101, 0.080], [-0.032, 0.226, 0.090], [0.147, 0.167, 0.047], [0.089, -0.003, -0.012], [-0.325, 0.124, -0.033], [1.122, -0.414, 0.019], [-0.075, 0.018, -0.007], [-0.123, 0.059, -0.471], [-0.034, 0.009, 0.031], [-0.099, 0.022, 0.407], [-0.035, 0.031, 0.046], [0.014, -0.020, -0.119], [-0.130, 0.062, -0.165], [-0.211, 0.079, -0.006], [-0.107, 0.028, 0.164], [0.068, -0.011, 0.285], [0.098, -0.193, -0.339], [-0.289, 0.551, 1.135], [0.031, -0.053, -0.077], [-0.402, -0.211, -0.107], [0.066, -0.007, -0.029], [0.404, 0.078, -0.068], [0.021, -0.075, -0.095], [-0.110, 0.000, 0.000], [-0.121, -0.116, -0.128], [0.040, -0.091, -0.197], [0.180, 0.008, -0.125], [0.099, 0.023, 0.036], [0.232, -0.146, -0.099], [-0.595, 0.254, 1.065], [0.090, 0.020, -0.056], [0.339, -0.380, 0.142], [-0.023, 0.033, -0.049], [-0.154, 0.255, -0.299], [0.051, -0.024, -0.085], [0.111, -0.178, 0.299], [0.143, -0.119, -0.030], [0.110, -0.058, -0.174], [-0.028, 0.074, -0.202], [-0.056, 0.087, -0.033], [0.037, -0.020, -0.090], [-0.297, 0.210, 0.896], [0.065, 0.011, -0.039], [-0.438, -0.091, -0.277], [0.072, 0.005, -0.002], [0.425, 0.032, -0.011], [0.002, -0.020, -0.052], [-0.121, -0.005, -0.029], [-0.083, -0.074, -0.152], [0.017, -0.042, -0.152], [0.176, 0.012, -0.086], [0.110, 0.004, 0.050]]}

=====

2.
{"formula": "C15H14B3CsF6N6O11", "method": "wB97M-V/def2-TZVPD", "e_above_lowest_kcal_mol": 11.9, "homo_ev": -3.2462, "lumo_energy_ev": 3.14, "max_force_ev_per_a": 0.34, "charge": -2, "elements": ["Cs", "C", "C", "N", "O", "B", "F", "F", "O", "N", "C", "C", "C", "N", "O", "B", "F", "F", "O", "N", "C", "C", "C", "H", "H", "H", "H", "H", "H", "H", "H", "H", "H", "H", "H", "O", "C", "O", "C", "C", "C", "C", "C", "C", "O", "N", "O", "O", "N", "O", "O", "H", "H", "F", "B", "F"], "positions_angstrom": [[0.3182, -0.2112, -0.0827], [-1.5089, 3.6485, -3.4917], [-1.2821, 2.4318, -2.6371], [-0.4607, 2.4047, -1.6598], [0.2488, 3.5654, -1.4974], [1.5393, 3.4070, -0.7914], [1.3441, 3.0172, 0.5564], [2.1628, 4.6582, -0.8446], [2.5074, 2.4409, -1.4139], [1.9430, 1.3807, -2.0412], [2.7297, 0.4194, -2.3450], [4.1983, 0.4075, -2.0276], [2.1132, -0.7771, -3.0263], [0.8464, -0.7527, -3.1963], [0.2899, -1.8612, -3.7421], [-1.1786, -1.6898, -4.0167], [-1.6751, -2.9731, -4.2492], [-1.3064, -0.8780, -5.1700], [-1.9848, -1.1274, -2.8968], [-1.5374, 0.0982, -2.4136], [-1.9525, 1.1367, -3.0176], [-2.9875, 1.1460, -4.1041], [2.9958, -1.9200, -3.4469], [-0.7023, 4.3563, -3.3311], [-2.4525, 4.1372, -3.2274], [-1.5608, 3.3824, -4.5488], [4.4478, 1.2886, -1.4444], [4.8003, 0.4079, -2.9409], [4.4676, -0.4867, -1.4606], [-3.4874, 0.1824, -4.1335], [-2.5401, 1.3136, -5.0846], [-3.7092, 1.9453, -3.9118], [3.7341, -1.5881, -4.1832], [2.3843, -2.7016, -3.8858], [3.5495, -2.3317, -2.5989], [-1.9890, -4.6450, 3.3453], [-1.0599, -3.8721, 3.3517], [-1.1943, -2.5666, 3.4304], [0.3484, -4.3595, 3.1740], [0.5896, -5.7116, 3.1844], [1.8718, -6.1793, 2.9459], [2.9048, -5.3189, 2.6456], [2.6532, -3.9696, 2.6074], [1.3867, -3.4312, 2.9303], [1.1832, -2.1505, 3.0223], [3.7758, -3.0986, 2.2170], [3.5189, -2.0811, 1.6170], [4.9016, -3.4788, 2.4962], [2.1419, -7.6202, 2.9922], [3.2662, -8.0012, 2.7184], [1.2297, -8.3584, 3.3124], [-0.2306, -6.3917, 3.3645], [3.8968, -5.6899, 2.4383], [-0.2958, -0.4173, 3.4777], [-0.0383, -1.7204, 3.8154], [0.2517, -1.9089, 5.1667]], "atomic_forces_ev_per_a": [[-0.174, 0.125, 0.246], [-0.016, -0.082, -0.107], [-0.208, -0.130, 0.083], [-0.107, 0.091, 0.030], [0.173, -0.046, -0.018], [0.000, 0.036, 0.018], [-0.116, -0.180, -0.152], [-0.063, -0.080, 0.064], [0.040, 0.151, -0.041], [0.116, -0.129, -0.044], [0.014, -0.112, -0.252], [0.038, -0.016, -0.059], [0.123, 0.166, 0.067], [0.207, 0.025, 0.024], [-0.153, -0.114, 0.126], [0.072, 0.069, 0.030], [0.035, 0.123, -0.034], [-0.008, -0.065, 0.051], [0.022, -0.049, -0.087], [0.019, -0.114, 0.017], [-0.037, 0.317, 0.093], [0.023, 0.064, -0.043], [0.055, 0.034, 0.024], [0.022, 0.011, 0.001], [0.018, -0.032, -0.002], [-0.003, 0.003, 0.033], [-0.001, 0.010, 0.008], [-0.016, -0.014, 0.006], [-0.001, 0.009, -0.003], [-0.005, -0.002, 0.019], [0.008, -0.009, 0.032], [0.016, -0.013, -0.014], [-0.020, 0.000, 0.035], [-0.020, -0.024, -0.018], [-0.020, 0.009, -0.012], [-0.053, 0.006, 0.079], [0.037, 0.096, -0.114], [-0.002, -0.054, 0.085], [-0.012, 0.006, 0.077], [-0.012, -0.128, -0.024], [-0.032, -0.340, 0.021], [0.180, -0.044, -0.065], [0.166, 0.236, -0.084], [0.001, 0.078, 0.019], [-0.021, -0.083, -0.044], [-0.202, -0.173, 0.136], [0.000, 0.082, -0.085], [-0.016, 0.017, 0.008], [-0.073, 0.260, 0.029], [0.028, -0.022, -0.012], [-0.004, -0.041, -0.014], [0.000, 0.019, 0.012], [-0.006, 0.001, 0.005], [-0.030, 0.011, 0.020], [0.049, -0.039, -0.056], [-0.034, 0.081, -0.113]]}

=====

3.
{"formula": "C3H3N3O", "method": "wB97M-V/def2-TZVPD", "e_above_lowest_kcal_mol": 23.2, "homo_ev": -9.7076, "lumo_energy_ev": 0.53, "max_force_ev_per_a": 2.01, "charge": 0, "elements": ["N", "C", "C", "C", "O", "H", "H", "H", "N", "N"], "positions_angstrom": [[2.1896, -0.1535, 0.4847], [1.0625, -0.5548, 0.2642], [-0.1358, -1.0696, 0.0413], [-1.4306, -0.4049, 0.2940], [-1.6692, 0.3987, 1.1674], [2.6739, 0.3626, -0.2478], [-0.1663, -2.0595, -0.4005], [-2.2120, -0.7039, -0.4345], [0.2525, 2.4394, -0.2976], [-0.4939, 1.9670, -0.9565]], "atomic_forces_ev_per_a": [[-0.766, -0.248, -0.076], [0.427, 0.100, 0.067], [0.085, -0.065, 0.125], [0.000, 0.172, 0.299], [0.208, -0.331, -0.405], [-0.095, -0.006, 0.078], [0.053, 0.102, -0.128], [0.006, -0.057, 0.222], [-1.292, -0.713, -1.212], [1.374, 1.046, 1.031]]}